{"formula": "C35H36BaF6N3O11PS2", "method": "ωB97M-V/def2-TZVPD", "symbols": ["Ba", "S", "S", "P", "F", "F", "F", "F", "F", "F", "O", "O", "O", "O", "O", "O", "O", "O", "O", "O", "O", "N", "N", "N", "C", "C", "C", "C", "C", "C", "C", "C", "C", "C", "C", "C", "C", "C", "C", "C", "C", "C", "C", "C", "C", "C", "C", "C", "C", "C", "C", "C", "C", "C", "C", "C", "C", "C", "C", "H", "H", "H", "H", "H", "H", "H", "H", "H", "H", "H", "H", "H", "H", "H", "H", "H", "H", "H", "H", "H", "H", "H", "H", "H", "H", "H", "H", "H", "H", "H", "H", "H", "H", "H", "H"], "coordinates": [[0.104, -0.754, 0.079], [2.275, -0.781, -1.694], [2.584, -2.468, 0.422], [0.659, 2.692, 1.739], [3.692, -2.592, -3.234], [3.364, -4.679, -1.009], [1.656, -3.803, -1.955], [1.428, -4.879, -0.107], [2.233, -1.477, -4.356], [4.058, -0.540, -3.729], [-1.846, -1.189, -0.908], [2.508, 0.622, -1.832], [3.566, -3.167, 1.190], [3.003, -0.856, 1.754], [-1.617, 1.851, -0.071], [-1.457, -0.469, 1.729], [1.678, 0.655, 0.796], [-3.435, -1.482, 1.899], [-3.312, -0.902, -2.562], [0.949, -1.276, -1.788], [1.236, -2.336, 0.883], [-1.770, 1.803, -5.126], [3.180, -1.515, -0.683], [-0.369, 0.583, -3.653], [3.449, 5.609, 0.873], [-2.768, 0.749, -5.190], [-1.850, 4.834, 4.212], [-0.972, 3.886, 3.721], [-2.527, 1.898, 1.013], [1.835, 2.272, 3.084], [-2.372, -0.377, -6.148], [2.050, 3.047, 4.224], [-3.384, 0.646, 0.810], [-1.574, 2.785, -7.427], [-0.275, 4.093, 2.530], [1.910, 3.755, 0.885], [2.645, 1.155, 2.882], [-2.696, -0.586, 1.512], [-0.544, 5.262, 1.820], [-3.408, 3.099, -0.834], [-3.363, 3.154, 0.701], [-1.963, 2.967, -5.950], [2.415, 0.240, 1.706], [3.089, -1.394, -3.325], [-2.822, -0.641, -1.456], [2.225, -3.990, -0.745], [3.744, 5.353, -0.456], [-3.453, 0.592, -0.732], [3.658, 0.841, 3.778], [0.505, 2.576, -4.508], [-0.611, 1.563, -4.406], [2.539, 4.812, 1.540], [2.207, 3.504, -0.446], [-2.588, 1.815, -1.096], [3.125, 4.302, -1.109], [3.889, 1.642, 4.879], [3.070, 2.737, 5.106], [-1.430, 6.209, 2.302], [-2.079, 6.004, 3.508], [-2.776, 6.741, 3.882], [3.354, 4.097, -2.143], [2.313, 5.028, 2.574], [1.733, 2.671, -0.945], [4.463, 5.972, -0.973], [-2.218, 2.050, -7.907], [-2.918, 3.966, -1.280], [-0.545, 2.444, -7.513], [-4.345, 3.114, 1.169], [-2.378, 4.656, 5.140], [-4.418, 3.023, -1.233], [3.234, 3.361, 5.975], [-2.477, -0.098, -7.196], [3.926, 6.435, 1.386], [-2.992, -1.246, -5.951], [-3.025, 3.244, -5.906], [-1.672, 3.735, -7.953], [1.423, 3.904, 4.435], [-4.385, 0.748, 1.243], [4.702, 1.420, 5.559], [4.250, -0.041, 3.582], [0.785, 2.765, -5.544], [-1.397, 3.804, -5.535], [-2.846, 4.046, 1.045], [-1.625, 7.108, 1.730], [1.346, 2.154, -3.962], [-2.900, 0.312, -4.194], [-1.991, 1.897, 1.957], [-0.829, 2.957, 4.254], [-4.478, 0.690, -1.104], [-3.724, 1.191, -5.488], [-1.069, -0.137, -3.525], [-0.063, 5.422, 0.866], [-1.335, -0.650, -5.971], [-2.112, 1.769, -2.072], [0.234, 3.521, -4.040]], "lowdin_charge": [2.373, 0.515, 0.597, 1.199, 0.104, 0.079, 0.096, 0.094, 0.115, 0.091, -0.291, -0.267, -0.264, -0.053, -0.125, -0.320, -0.387, 0.004, -0.024, -0.616, -0.603, -0.103, -0.260, 0.180, -0.099, -0.209, -0.097, -0.119, -0.306, -0.256, -0.070, -0.104, -0.099, -0.082, -0.363, -0.325, -0.105, -0.680, -0.107, -0.098, -0.094, -0.238, -0.591, -0.600, -0.634, -0.585, -0.110, -0.093, -0.012, -0.019, -0.458, -0.099, -0.067, -0.263, -0.079, -0.090, -0.095, -0.107, -0.117, 0.088, 0.099, 0.098, 0.087, 0.089, 0.054, 0.103, 0.065, 0.109, 0.095, 0.104, 0.092, 0.048, 0.093, 0.072, 0.111, 0.062, 0.089, 0.143, 0.093, 0.119, 0.067, 0.101, 0.085, 0.095, 0.069, 0.076, 0.116, 0.113, 0.143, 0.116, 0.050, 0.106, 0.071, 0.140, 0.076], "total_energy_ev": -111830.1357, "charge": -2}



{"formula": "C35H36CaN4O2Si", "method": "ωB97M-V/def2-TZVPD", "symbols": ["Ca", "Si", "O", "O", "N", "N", "N", "N", "C", "C", "C", "C", "C", "C", "C", "C", "C", "C", "C", "C", "C", "C", "C", "C", "C", "C", "C", "C", "C", "C", "C", "C", "C", "C", "C", "C", "C", "C", "C", "C", "C", "C", "C", "H", "H", "H", "H", "H", "H", "H", "H", "H", "H", "H", "H", "H", "H", "H", "H", "H", "H", "H", "H", "H", "H", "H", "H", "H", "H", "H", "H", "H", "H", "H", "H", "H", "H", "H", "H"], "coordinates": [[-0.727, -0.365, -0.274], [-3.875, 0.886, -1.986], [3.954, -0.157, 2.161], [2.164, 2.300, 3.183], [1.264, -2.055, 1.087], [1.823, 0.580, 1.688], [-0.013, 2.241, 0.455], [-2.203, 0.966, -2.178], [0.018, 1.345, -2.941], [-4.854, -0.117, 5.554], [-0.901, 2.801, -5.095], [-5.474, -0.660, 2.916], [2.727, -2.677, 2.861], [-5.129, 1.326, -3.404], [-1.095, -3.316, -2.130], [1.251, 4.107, 1.229], [-2.205, -0.644, 1.490], [-0.742, 3.067, -0.276], [2.746, -0.325, 1.985], [-1.837, -4.192, -4.302], [-3.100, -0.590, 2.317], [-1.541, -4.532, -2.834], [-0.516, 4.436, -0.327], [0.816, -3.299, 1.047], [-0.457, -5.620, -2.781], [2.260, -3.976, 2.819], [-1.802, 2.234, -4.224], [-0.763, -2.298, -1.563], [2.203, -1.739, 1.966], [-2.819, -5.053, -2.156], [-4.348, -0.902, -1.520], [-6.479, -0.559, 3.853], [-6.180, -0.295, 5.182], [-4.469, 2.002, -0.532], [0.515, 4.964, 0.435], [0.957, 2.741, 1.209], [1.288, -4.302, 1.883], [-3.842, -0.214, 4.622], [1.752, 1.832, 2.119], [-4.130, -0.497, 3.279], [0.467, 2.665, -4.901], [0.909, 1.918, -3.816], [-1.384, 1.490, -3.093], [-4.410, 3.063, -0.765], [-3.878, -1.168, -0.578], [0.383, 0.772, -2.094], [-1.540, 2.606, -0.841], [-3.572, -4.268, -2.139], [2.648, -4.727, 3.500], [-0.193, -5.844, -1.748], [1.976, 1.787, -3.656], [-2.809, -0.073, 4.913], [-4.921, 0.739, -4.295], [-5.710, -0.866, 1.881], [0.731, 6.029, 0.419], [-4.609, 0.097, 6.588], [-3.223, -5.924, -2.682], [-0.923, -3.889, -4.811], [-5.074, 2.376, -3.683], [-1.264, 3.368, -5.948], [3.488, -2.369, 3.563], [-5.423, -1.023, -1.417], [-0.809, -6.537, -3.261], [-3.850, 1.819, 0.341], [-2.256, -5.054, -4.828], [1.174, 3.147, -5.565], [0.444, -5.284, -3.294], [-2.540, -3.364, -4.354], [-4.001, -1.604, -2.271], [0.059, -3.479, 0.291], [-1.130, 5.071, -0.949], [-2.861, 2.367, -4.384], [2.048, 4.461, 1.867], [-7.513, -0.687, 3.549], [-5.498, 1.785, -0.255], [0.900, -5.310, 1.808], [-2.609, -5.332, -1.123], [-6.156, 1.118, -3.112], [-6.972, -0.218, 5.919]], "lowdin_charge": [1.060, 0.392, 0.014, 0.009, 0.098, 0.143, 0.087, -0.128, -0.080, -0.118, -0.144, -0.047, -0.022, -0.208, -0.230, -0.019, -0.156, -0.140, -0.491, -0.071, -0.221, -0.648, -0.059, -0.142, -0.074, -0.092, -0.059, -0.177, -0.192, -0.067, -0.182, -0.118, -0.133, -0.184, -0.084, -0.189, -0.075, -0.048, -0.490, -0.277, -0.162, -0.122, -0.426, 0.007, -0.012, 0.056, 0.069, 0.072, 0.093, 0.073, 0.095, 0.112, 0.009, 0.107, 0.095, 0.090, 0.070, 0.078, -0.001, 0.085, 0.106, 0.011, 0.070, 0.002, 0.069, 0.072, 0.077, 0.077, 0.002, 0.057, 0.096, 0.071, 0.106, 0.090, 0.009, 0.089, 0.079, 0.007, 0.083], "total_energy_ev": -73252.8858, "charge": -2, "e_above_lowest_kj_mol": 88.7}



What is the formula in the first record?
C35H36BaF6N3O11PS2